(1)
74
Properties=species:S:1:pos:R:3:forces:R:3:mulliken_spin:R:1 method="wB97M-V/def2-TZVPD" relative_energy_ev=0.8279 e_homo_ev="-6.87 / -7.41" s_squared=0.753 gap_ha="0.2652 / 0.2386" multiplicity=2 total_energy_ev=-161622.740
Hg -0.40703 0.67266 0.21180 -0.1 0.2 0.2 0.6360
C 0.19960 -3.54965 2.53505 0.1 0.1 -0.2 0.0016
C -1.17923 -3.70945 1.89459 0.0 0.2 -0.1 0.0024
S -1.80676 -2.22766 1.04039 0.1 -0.1 0.0 0.0472
C -2.16498 -2.87479 -0.61584 0.0 0.1 0.2 0.0227
C -1.04555 -3.53566 -1.40593 0.2 0.1 -0.1 -0.0098
S 0.42214 -2.49439 -1.66082 0.0 -0.1 0.1 0.0219
C 1.72513 -3.66998 -1.18959 -0.2 0.1 0.0 0.0001
C 1.67605 -4.21555 0.23767 0.0 0.2 0.1 0.0027
S 1.51894 -2.89659 1.47801 0.0 0.0 0.0 0.0008
H 0.52607 -4.51337 2.92810 -0.1 0.0 0.2 0.0002
H 0.15531 -2.84056 3.36343 0.0 0.0 0.0 -0.0007
H -1.90448 -3.95862 2.66887 0.0 -0.1 0.0 0.0008
H -1.17466 -4.52318 1.16949 0.0 0.0 0.1 0.0001
H -2.52170 -1.99032 -1.14145 -0.1 0.0 -0.1 -0.0154
H -2.99840 -3.57371 -0.53469 -0.1 0.0 -0.1 0.0009
H -1.43744 -3.79534 -2.38959 -0.1 -0.1 0.0 0.0007
H -0.71597 -4.45932 -0.93143 -0.1 0.0 0.0 -0.0007
H 2.64495 -3.10378 -1.34594 0.0 -0.1 0.0 -0.0001
H 1.71058 -4.49412 -1.90412 0.1 -0.1 0.0 0.0014
H 2.59894 -4.76032 0.43670 0.0 -0.1 -0.1 -0.0005
H 0.84708 -4.91162 0.36874 0.0 0.0 0.0 0.0003
N 2.95022 7.18087 3.18848 -0.1 -0.1 0.2 0.0001
C 1.88172 6.29947 3.07181 -0.1 0.0 0.0 -0.0003
C 0.56783 6.77269 3.09782 0.1 0.1 0.0 0.0003
C -0.49829 5.89121 3.04547 0.0 0.0 -0.1 -0.0001
C -0.25614 4.52958 2.96748 -0.1 0.1 0.1 0.0005
C 1.04387 4.04165 2.92725 0.0 0.0 0.0 -0.0036
C 2.10742 4.92185 2.97756 0.1 0.0 0.0 -0.0004
S -1.60085 3.38929 2.92269 0.0 0.0 -0.3 0.0030
O -1.28820 2.35892 3.88610 0.1 -0.2 0.0 0.0010
O -2.82863 4.10665 3.12236 0.0 0.1 0.0 0.0037
N -1.48650 2.70242 1.45633 -0.2 -0.1 0.2 0.0320
C -1.81535 3.39987 0.35024 0.3 0.3 0.0 0.0364
N -1.69552 2.69234 -0.79980 0.0 0.0 0.0 0.0623
C -2.04355 3.28184 -1.93205 0.0 0.0 -0.1 -0.0002
C -2.50223 4.58555 -1.99018 0.0 0.0 0.1 0.0055
C -2.50389 5.26382 -0.77772 0.0 0.0 0.0 -0.0026
N -2.14960 4.71334 0.36838 -0.1 -0.2 0.1 0.0071
H 2.76664 8.14329 2.96984 0.0 0.0 -0.1 0.0000
H 3.84647 6.84858 2.88300 0.1 0.0 -0.1 0.0000
H 0.39166 7.84190 3.16417 0.0 -0.1 0.0 0.0000
H -1.52407 6.23848 3.05348 0.1 0.0 0.0 0.0000
H 1.21282 2.97184 2.85536 0.0 0.1 0.0 0.0053
H 3.12601 4.54770 2.95362 0.0 0.0 0.0 0.0000
H -1.93658 2.69062 -2.83310 0.0 -0.1 0.0 0.0029
H -2.79758 5.04911 -2.91993 0.0 0.0 0.0 0.0001
H -2.78957 6.31213 -0.72617 0.0 0.0 0.0 0.0005
Br -3.51857 -0.19868 -2.97832 0.0 0.1 0.0 0.0026
C -1.78486 -0.09982 -3.75747 0.2 0.1 0.0 0.0058
C -1.61500 -0.53849 -5.06307 0.0 -0.1 -0.1 -0.0027
C -0.34354 -0.44151 -5.60281 -0.1 0.0 0.0 0.0006
C 0.68104 0.08916 -4.83368 0.1 0.0 0.0 0.0125
C 0.38911 0.50441 -3.54724 -0.1 0.0 0.1 0.0033
N -0.83084 0.40804 -3.01083 0.0 -0.1 -0.1 0.0113
H -2.45087 -0.93097 -5.62488 0.0 0.0 0.0 -0.0002
H -0.15928 -0.77252 -6.61688 0.0 0.0 0.0 0.0000
H 1.68595 0.17897 -5.22537 0.0 0.0 0.0 0.0013
H 1.15268 0.92959 -2.90382 0.0 0.0 0.0 -0.0145
N 0.66437 -0.09377 4.69954 0.0 0.0 0.0 0.0022
C 0.01746 0.07721 3.51416 0.1 -0.1 0.1 0.0045
N 0.83475 0.26104 2.51757 0.0 -0.1 -0.2 0.1105
C 2.11262 0.22013 3.06445 0.0 0.0 0.1 -0.0338
C 3.35710 0.33546 2.45171 0.0 0.0 0.0 0.0179
C 4.48152 0.21015 3.24622 0.0 0.0 0.0 0.0042
C 4.37833 -0.02471 4.62546 0.0 0.0 0.0 0.0004
C 3.14917 -0.12909 5.25068 0.0 0.1 0.0 -0.0014
C 2.02243 0.00766 4.44688 0.0 -0.1 -0.1 0.0023
H 0.21865 -0.13241 5.59859 0.0 0.0 0.0 -0.0004
H -1.05737 0.05539 3.43222 0.1 0.1 0.1 -0.0073
H 3.42454 0.50502 1.38307 0.0 0.0 0.1 0.0143
H 5.46496 0.28911 2.80005 0.0 0.0 0.0 -0.0002
H 5.28234 -0.13634 5.21187 0.0 0.0 0.0 -0.0001
H 3.07240 -0.30523 6.31717 0.0 0.0 -0.1 0.0005

=====

(2)
76
Properties=species:S:1:pos:R:3:forces:R:3:lowdin_charge:R:1 method="wB97M-V/def2-TZVPD" e_homo_ev=-7.77 gap_ha=0.2725 total_energy_ev=-86492.583 smiles="CCCOc1c(CC(=O)Cl)ccc2c1Sc1cccc(CCC(N)=O)c1N2.CCOC(=O)C(F)(F)F.CCOC(=O)C(F)(F)F"
C -5.67710 -2.31140 -4.49678 0.3 -0.2 0.6 -0.1465
C -5.33405 -3.46686 -3.35859 0.4 -0.1 -0.6 -0.1968
C -3.68044 -3.38335 -3.13685 -0.6 0.2 -1.0 -0.2010
O -3.40333 -3.22012 -1.70112 1.7 3.6 -0.4 -0.1695
C -2.71172 -1.93893 -1.48078 2.5 2.5 0.8 -0.1260
C -3.42767 -0.61711 -0.82235 3.0 -0.1 -1.0 -0.0912
C -5.02562 -0.78334 -0.39601 1.4 -0.3 0.4 -0.1098
C -5.11975 -1.77030 0.95068 -3.1 -6.4 -0.9 -0.5653
O -5.64692 -3.00799 0.92876 3.7 8.7 0.1 -0.0802
Cl -4.48377 -1.14679 2.58733 -0.7 -0.4 -2.2 0.5764
C -2.54370 0.75771 -0.62447 1.7 -2.5 -1.2 -0.0074
C -0.93395 0.90615 -1.00745 -2.5 -4.1 -0.5 -0.0014
C -0.20958 -0.44379 -1.62251 -3.5 0.8 1.0 -0.1225
C -1.12195 -1.82460 -1.86609 -0.4 2.7 1.5 -0.2868
S -0.12543 -3.28193 -2.59879 0.6 1.7 1.9 0.8029
C 1.52420 -3.13977 -1.64409 2.5 1.4 1.7 -0.3765
C 2.31442 -4.46666 -1.09572 1.0 3.5 0.7 -0.0760
C 3.70375 -4.30294 -0.24160 -2.9 3.8 -1.9 -0.0662
C 4.24491 -2.75556 0.03349 -2.8 -1.1 -1.8 -0.0102
C 3.45537 -1.39722 -0.53929 -1.3 -3.1 -0.4 -0.0596
C 3.98215 0.12685 -0.24586 -0.1 -1.1 0.5 -0.1951
C 5.22559 0.24521 0.81464 0.0 1.1 0.3 -0.1107
C 4.74824 0.56841 2.37691 3.0 -3.0 4.7 -0.2824
N 3.67241 1.56046 2.75875 1.2 -1.0 -1.2 0.0499
O 5.38323 -0.05397 3.40255 -3.9 3.9 -6.7 -0.0515
C 2.04189 -1.56541 -1.41801 2.4 -3.7 1.6 -0.0980
N 1.25767 -0.40363 -1.98654 -1.0 -2.4 2.2 0.0071
H -6.81232 -2.03155 -4.56301 2.2 -0.7 0.0 0.0744
H -5.08075 -1.34149 -4.16467 -1.3 -1.9 -0.9 0.0783
H -5.27348 -2.69886 -5.53677 -0.9 1.0 2.1 0.0879
H -5.90815 -3.29692 -2.34414 1.4 -0.2 -2.0 0.1036
H -5.64162 -4.55839 -3.72066 0.7 2.4 0.6 0.1148
H -3.12087 -4.33813 -3.54352 -1.2 1.9 1.0 0.1314
H -3.24352 -2.41959 -3.67979 -1.0 -2.2 0.9 0.1264
H -5.50849 0.25416 -0.15083 1.0 -2.1 -0.4 0.1247
H -5.56952 -1.33654 -1.27274 0.9 1.0 2.0 0.1083
H -3.06764 1.71677 -0.17226 1.1 -2.3 -1.0 0.0939
H -0.32481 1.92104 -0.85285 -1.9 -2.8 -0.2 0.0921
H 1.81136 -5.52043 -1.34368 1.3 2.6 0.7 0.0989
H 4.22592 -5.26903 0.16267 -1.0 2.3 -0.8 0.0827
H 5.23939 -2.68900 0.69058 -2.6 0.1 -1.7 0.0887
H 3.05970 0.73712 0.19815 2.2 -1.6 -0.9 0.1095
H 4.30243 0.62662 -1.25574 -0.4 -1.4 2.1 0.1189
H 5.84884 1.20968 0.48750 -1.3 -2.0 0.8 0.1315
H 5.98566 -0.64424 0.79755 -1.7 1.7 0.2 0.1077
H 2.74150 1.33706 2.34378 1.3 0.4 0.2 0.0772
H 3.96205 2.55138 2.59657 -0.4 -1.3 0.0 0.0899
H 1.70160 0.52219 -1.80167 -0.8 -1.6 0.0 0.0706
C -2.76452 -0.94833 5.75136 0.4 0.0 0.1 -0.0725
C -3.49122 0.30574 6.20424 -0.3 -0.5 -0.7 -0.2093
O -2.84033 0.89588 7.34144 1.5 1.2 0.3 0.0114
C -1.68374 1.58170 7.08026 -0.9 -1.0 -3.1 -0.3241
O -1.19979 1.70563 5.95622 -0.8 0.0 3.0 0.1397
C -1.10729 2.18720 8.35771 1.3 1.0 2.1 -0.4723
F -1.03226 1.28681 9.37948 -0.2 0.5 -1.1 0.1408
F -1.86144 3.22532 8.81919 0.3 -0.9 -0.7 0.1414
F 0.15378 2.67721 8.19255 -1.4 -0.6 -0.3 0.1416
H -2.66987 -1.65652 6.58064 -0.2 0.1 -0.1 0.0871
H -3.29830 -1.43036 4.92905 0.0 0.0 0.2 0.0165
H -1.74788 -0.72170 5.41304 -0.2 0.0 0.0 0.0806
H -4.50670 0.04142 6.52047 0.3 0.2 0.3 0.1283
H -3.58793 1.03716 5.39290 0.2 0.0 0.2 0.1245
C 4.17317 5.36759 -5.18824 -0.5 0.0 0.0 -0.0635
C 4.87313 4.31785 -4.34327 0.4 0.3 -0.8 -0.2051
O 4.10960 4.01231 -3.16479 -1.6 -1.2 0.6 0.0119
C 3.00826 3.22004 -3.35353 1.3 0.3 -3.4 -0.3164
O 2.66096 2.77929 -4.44814 0.4 0.8 3.1 0.1534
C 2.30278 2.94057 -2.02878 -1.2 0.5 1.8 -0.4430
F 2.08780 4.07209 -1.29816 0.4 -0.9 -0.9 0.1564
F 3.02370 2.10262 -1.23032 -0.9 1.9 -1.5 0.0563
F 1.08177 2.35645 -2.18879 1.6 0.9 -0.6 0.0945
H 3.96571 6.26236 -4.59279 0.2 -0.1 -0.1 0.0853
H 4.78659 5.64525 -6.04852 0.0 0.0 0.1 0.0851
H 3.20844 5.00509 -5.55874 0.3 0.0 0.0 0.0766
H 5.83833 4.71080 -4.00411 -0.3 -0.2 0.3 0.1279
H 5.08111 3.40553 -4.91511 -0.3 0.1 0.2 0.1296

=====

(3)
65
Properties=species:S:1:pos:R:3:forces:R:3:nbo_charge:R:1 method="wB97M-V/def2-TZVPD" total_charge=+2 relative_energy_ev=3.1913 e_homo_ev="-12.30 / -12.29" s_squared=1.088 gap_ha="0.2515 / 0.1233" multiplicity=2 total_energy_ev=-103413.044
Ru -0.40817 -0.28251 0.08275 2.7 2.3 -1.8 0.6824
C 2.38001 1.09048 -0.36034 0.1 0.2 0.1 -0.2192
C 2.04502 1.06440 -1.83656 0.0 0.1 0.0 -0.4546
C 1.60657 -0.27779 -2.31637 -0.5 -0.2 -0.1 0.2383
C 2.28799 -0.93370 -3.33020 0.0 0.0 -0.2 -0.2248
C 1.83513 -2.15630 -3.78540 0.1 -0.1 -0.1 -0.1145
C 0.69675 -2.70910 -3.21779 0.0 -0.1 -0.1 -0.2395
C 0.07131 -2.01412 -2.21058 0.3 0.5 -0.1 0.0518
N 0.50739 -0.81841 -1.76183 0.5 -0.7 0.5 -0.4247
N 1.20872 1.28903 0.52485 -0.7 -1.3 -0.5 -0.3610
C 0.62807 2.62510 0.37875 -0.4 0.1 -0.1 -0.2720
C -0.56114 2.63726 -0.54805 -0.1 -0.1 -0.2 0.2260
C -1.11713 3.83444 -0.96165 0.0 0.2 -0.1 -0.2352
C -2.21063 3.82069 -1.80821 -0.1 0.2 0.0 -0.1160
C -2.72262 2.60478 -2.23690 -0.1 0.0 -0.1 -0.2401
C -2.12976 1.45058 -1.77972 0.4 0.3 0.2 0.0772
N -1.07023 1.46482 -0.94275 -1.4 -0.6 0.0 -0.4502
C 1.60059 0.98568 1.90534 -0.1 -0.1 0.2 -0.2665
C 1.76121 -0.49580 2.09451 0.0 -0.2 -0.1 0.2233
C 2.48916 -1.01563 3.14537 0.2 0.0 0.1 -0.2282
C 2.54501 -2.38748 3.31722 0.1 -0.1 0.1 -0.1126
C 1.88330 -3.21097 2.42045 0.0 -0.1 0.0 -0.2388
C 1.17932 -2.62585 1.39035 0.3 0.5 0.0 0.0800
N 1.11809 -1.28918 1.22587 -1.0 -1.1 0.4 -0.4632
H 3.10122 1.89172 -0.17590 0.0 0.1 0.1 0.2122
H 2.85969 0.15648 -0.08080 0.0 -0.1 0.1 0.2268
H 2.93356 1.35808 -2.39048 0.0 0.0 0.0 0.2496
H 1.27331 1.79700 -2.07432 0.0 0.1 0.0 0.2377
H 3.16673 -0.47356 -3.76578 -0.1 0.0 0.0 0.2419
H 2.35817 -2.67092 -4.58294 0.0 0.0 0.1 0.2474
H 0.30362 -3.66162 -3.54838 0.0 0.1 0.0 0.2489
H -0.82186 -2.39914 -1.74712 -0.2 -0.1 0.2 0.2063
H 1.37740 3.33667 0.02758 0.1 0.1 0.0 0.2287
H 0.28975 2.98212 1.34939 0.0 0.0 0.1 0.2469
H -0.68752 4.76955 -0.62239 0.0 0.0 0.0 0.2416
H -2.65908 4.75137 -2.13468 0.0 0.0 0.0 0.2463
H -3.56539 2.55230 -2.91420 0.0 0.0 0.1 0.2490
H -2.48941 0.47984 -2.08372 0.0 -0.1 0.1 0.2141
H 0.81118 1.31877 2.57703 -0.1 0.1 0.0 0.2488
H 2.51720 1.51191 2.18585 0.1 0.0 0.0 0.2235
H 3.00578 -0.34813 3.82373 0.0 0.0 0.0 0.2418
H 3.10418 -2.81127 4.14348 0.0 0.0 -0.1 0.2461
H 1.91014 -4.28897 2.51623 0.0 0.1 0.0 0.2479
H 0.65708 -3.22338 0.65883 -0.1 0.0 0.0 0.2096
C -7.54450 -1.99981 3.98249 0.1 -0.1 -0.2 -0.6358
C -6.21277 -1.55721 3.42620 -0.5 0.2 0.4 -0.0731
C -5.68146 -0.31080 3.71378 -0.9 -0.7 0.3 -0.0453
C -4.41568 0.11287 3.23889 0.8 0.0 -0.6 0.1216
C -3.93485 1.48254 3.60499 -0.4 -0.3 0.2 -0.6730
C -3.68023 -0.78044 2.42690 -0.4 -0.1 -0.8 -0.1311
Se -1.95440 -0.27393 1.93959 0.7 0.3 1.9 -0.3073
C -4.20564 -2.03839 2.08170 0.9 0.8 -0.1 0.0804
C -3.52471 -3.03206 1.19658 -0.2 0.2 0.1 -0.6699
C -5.47560 -2.39460 2.60276 -0.8 -0.2 0.4 0.0004
H -7.99550 -1.23433 4.61007 0.0 0.0 0.0 0.2366
H -7.42500 -2.90587 4.57821 0.0 0.0 0.0 0.2427
H -8.23971 -2.24031 3.17645 0.0 0.1 0.0 0.2415
H -6.25678 0.37312 4.33020 0.0 0.0 -0.1 0.2324
H -4.67397 1.99309 4.22236 0.0 0.0 0.0 0.2351
H -3.75797 2.08292 2.70924 0.2 -0.1 -0.1 0.2651
H -2.99631 1.43522 4.15821 0.1 -0.1 -0.1 0.2677
H -2.59263 -2.65562 0.79747 0.1 0.1 0.0 0.2368
H -4.18386 -3.29860 0.36527 -0.1 -0.1 0.1 0.2511
H -3.31733 -3.95306 1.74982 0.0 0.0 0.0 0.2612
H -5.88776 -3.36630 2.33917 0.0 0.1 0.0 0.2296